Entry 1:
# C29H22Cl2N2O9ReS

A structure of composition C29H22Cl2N2O9ReS at a distorted geometry (ωB97M-V/def2-TZVPD, the Open Molecules 2025 dataset).

```
66
Properties=species:S:1:pos:R:3
Re -0.87804 0.95925 -0.91693
O -3.38437 2.04999 -3.92346
C -2.85157 1.88370 -2.83544
O -1.56875 2.00943 -2.59645
C -3.62524 1.58438 -1.58891
C -4.97844 1.66631 -1.39861
C -5.49629 1.67319 -0.09215
C -4.58780 1.75309 0.98132
C -3.24802 1.65691 0.73960
N -2.78291 1.41506 -0.52129
C -2.11145 1.93594 1.66824
O -2.28524 2.21068 2.85139
O -0.96340 1.87899 1.05726
H -5.60729 1.78105 -2.27264
H -6.56215 1.73671 0.08084
H -4.90903 1.93912 1.99891
Cl -0.64577 -2.03639 6.15942
C -0.45181 -1.60188 4.47297
C 0.83083 -1.40895 3.96205
C 0.98276 -1.04493 2.64974
Cl 2.59308 -0.82567 2.03833
C -0.11219 -0.81336 1.74832
O 0.13063 -0.38227 0.58074
C -1.39326 -1.13630 2.30220
C -2.62105 -1.23702 1.51501
O -2.72987 -1.23127 0.30907
C -1.53880 -1.47448 3.65171
H 1.69981 -1.53590 4.59283
H -3.53067 -1.36292 2.14142
H -2.53714 -1.65267 4.03474
C -2.89293 -1.75076 -2.88189
C -1.55991 -2.43224 -2.80016
C -1.38307 -3.74361 -3.22187
C -0.13653 -4.34982 -3.18307
C 0.96379 -3.63651 -2.72867
C 0.83944 -2.32440 -2.29170
C 2.02010 -1.53110 -1.82425
C -0.44040 -1.72976 -2.31079
N -0.59904 -0.43733 -1.88069
H -3.64042 -2.42736 -3.30185
H -2.83641 -0.86294 -3.51582
H -3.22303 -1.42206 -1.89738
H -2.24179 -4.29386 -3.59330
H -0.02040 -5.37549 -3.51536
H 1.94302 -4.10405 -2.70921
H 2.92286 -2.14664 -1.83340
H 1.85424 -1.15511 -0.81569
H 2.17330 -0.65852 -2.46126
C 5.84480 1.17838 2.92220
C 4.92532 1.56686 1.79490
C 5.15112 1.12445 0.49901
C 4.26256 1.43395 -0.52515
C 3.14385 2.19719 -0.25037
C 2.89342 2.63858 1.04298
C 3.78581 2.32804 2.05178
S 2.01116 2.64502 -1.55041
O 2.16203 4.06809 -1.72750
O 2.31978 1.79929 -2.67637
O 0.67984 2.35621 -0.92969
H 6.75073 0.70083 2.54684
H 5.34645 0.47418 3.59314
H 6.13667 2.04782 3.51544
H 6.02262 0.51382 0.28662
H 4.42322 1.08144 -1.53528
H 1.98438 3.18856 1.25128
H 3.57687 2.64907 3.06671
```

The calculation puts the LUMO energy (spin up / spin down) at 0.1536 / 0.1536 Eh. As for the spin multiplicity: 2. Its charge is -2. For the energy above the lowest of the compared OMol25 structures with the same formula, charge and spin, the calculation gives 23.4 kcal/mol. The calculation puts the HOMO energy (spin up / spin down) at -0.558 / -2.224 eV.

Mulliken atomic charge list, values in e, 4 entries:
1 Re 2.06
2 O -0.80
3 C 0.25
4 O -0.65

Entry 2:
# C29H41N4OS2SmTe

A structure of composition C29H41N4OS2SmTe at a distorted geometry (ωB97M-V/def2-TZVPD, the Open Molecules 2025 dataset).

```
79
Properties=species:S:1:pos:R:3
Sm -0.05827 -0.29999 0.24799
C 4.65637 -0.04837 -0.80839
S 3.19572 -1.12913 -0.64147
O 2.15511 -0.14727 -0.05247
C 3.66392 -2.15807 0.79643
C 3.47441 -1.71145 2.09038
C 3.72904 -2.55258 3.15796
C 4.11143 -3.89449 2.97054
C 4.34073 -4.34219 1.68506
C 4.08536 -3.47556 0.60014
H 4.47594 0.66974 0.06799
H 4.44783 0.42457 -1.77600
H 5.62110 -0.64087 -0.77579
H 3.15541 -0.63424 2.30512
H 3.45061 -2.21621 4.17559
H 4.15420 -4.55488 3.85136
H 4.51007 -5.37202 1.52279
H 4.14081 -3.88297 -0.40907
N -0.88435 -7.09790 3.37462
C -0.01479 -6.12582 3.69092
S 1.16685 -6.31087 4.81051
C 0.00452 -4.86518 2.89971
C -0.35048 -3.60049 3.38955
C -0.28701 -2.49515 2.55024
N 0.17128 -2.56592 1.25317
C 0.44373 -3.77818 0.83406
C 0.41931 -4.96934 1.56597
H -0.71662 -7.97400 3.94252
H -1.80540 -6.90610 2.95131
H -0.61059 -3.60390 4.43654
H -0.48603 -1.54567 3.02404
H 0.82021 -3.85276 -0.17608
H 0.77136 -5.85652 1.13256
C -0.34593 1.14018 2.19684
H 0.35268 1.94015 2.41158
H -0.34420 0.45393 3.10779
H -1.30952 1.65164 2.43779
C -0.76935 4.50532 -0.67777
C -0.94440 3.08142 -0.50567
N 0.30047 2.35428 -0.81590
C 0.46387 2.35075 -2.27895
C 0.21315 3.69138 -2.88217
N 0.25473 4.74194 -1.70920
C 1.57510 4.49898 -1.00081
C 1.38837 3.15379 -0.21463
H -0.43320 4.98608 0.25406
H -1.68946 4.91653 -1.03483
H -1.68157 2.66784 -1.09956
H -1.29444 2.91210 0.51347
H -0.33169 1.70579 -2.73344
H 1.46730 1.97302 -2.52276
H -0.78432 3.86807 -3.31145
H 0.94414 4.06157 -3.55164
H 0.27402 5.73330 -2.01835
H 1.76004 5.38282 -0.40248
H 2.29721 4.42706 -1.78790
H 1.20593 3.28478 0.88962
H 2.37606 2.65906 -0.34591
C -4.75732 3.80597 -1.59020
C -3.94634 2.52276 -1.78269
C -3.92970 1.55954 -0.77858
C -3.17489 0.36540 -0.89145
C -3.35553 -0.61381 0.31345
C -2.57560 0.01216 -2.11477
Te -1.16023 -1.55933 -2.33805
C -2.79014 0.89198 -3.17744
C -2.34218 0.48903 -4.58315
C -3.36174 2.15554 -3.00680
H -5.41492 3.98831 -2.43043
H -4.14102 4.68305 -1.51054
H -5.35157 3.77848 -0.66181
H -4.43215 1.74579 0.10417
H -4.42204 -0.67073 0.38838
H -2.90318 -0.15308 1.14127
H -2.70767 -1.50549 0.05391
H -1.21842 0.30945 -4.74762
H -2.65037 1.25798 -5.30911
H -2.78860 -0.46622 -4.82092
H -3.47315 2.77524 -3.86316
```

The calculation puts the LUMO energy (spin up / spin down) at -0.1943 / -0.1765 Eh. As for the spin multiplicity: 6. Its charge is +2. For the energy above the lowest of the compared OMol25 structures with the same formula, charge and spin, the calculation gives 0.0 kcal/mol. The calculation puts the HOMO energy (spin up / spin down) at -11.984 / -11.997 eV.

Mulliken atomic charge list, values in e, 4 entries:
1 Sm 0.82
2 C -0.90
3 S 0.43
4 O -0.28

Entry 3:
# CH6Si2

The molecule CH6Si2 at a distorted geometry (ωB97M-V/def2-TZVPD, the Open Molecules 2025 dataset).

```
9
Properties=species:S:1:pos:R:3
C -0.06409 0.16156 -1.43800
Si -1.10601 0.55202 0.24402
Si 1.11705 -0.59204 0.11552
H -0.41821 -0.49886 -2.18030
H 0.38806 1.02250 -1.95374
H -1.33743 1.67119 1.09237
H -2.00808 -0.57574 0.59715
H 1.65856 -1.82745 0.09883
H 2.13199 0.25600 0.40159
```

The calculation puts the LUMO energy at 0.0194 Eh. The SMILES is C1[SiH2][SiH2]1. As for the spin multiplicity: 1. For the energy above the lowest of the compared OMol25 structures with the same formula, charge and spin, the calculation gives 20.0 kcal/mol. The calculation puts the HOMO energy at -7.939 eV.

Mulliken atomic charge list, values in e, 4 entries:
1 C -0.82
2 Si 0.26
3 Si 0.33
4 H 0.35

Entry 4:
# C22H24BClFN2O10S3

A cluster of 3 separate species, C22H24BClFN2O10S3 in total at a distorted geometry (ωB97M-V/def2-TZVPD, the Open Molecules 2025 dataset).

```
64
Properties=species:S:1:pos:R:3
O 3.92394 5.39163 0.49758
S 4.42746 4.81498 -0.72819
O 5.05825 5.80441 -1.56448
F 5.65209 3.79541 -0.32432
B 3.11382 3.89604 -1.76195
C 2.80778 2.35392 -1.23541
C 2.83693 2.15860 0.28567
C 2.48273 0.70310 0.75088
Cl 2.97804 -0.58842 -0.40136
C 1.77080 4.77822 -2.00220
C 0.98004 5.16378 -0.71982
C -0.50751 4.76798 -0.83620
S -1.47802 5.62649 0.45511
C -3.19604 5.32978 0.03024
S -4.21370 6.50701 -0.37146
N -3.59617 3.95404 0.11841
C -3.31801 2.98330 -0.80376
C -3.85101 1.82874 -0.29123
N -4.44508 2.10912 0.91945
C -4.27082 3.38121 1.14288
H 3.62803 3.75070 -2.84774
H 3.60168 1.74182 -1.68729
H 1.86485 2.00480 -1.68738
H 2.08828 2.78357 0.79975
H 3.80079 2.39689 0.74983
H 1.39708 0.62088 0.87432
H 2.95112 0.52925 1.72473
H 1.11126 4.17325 -2.64884
H 2.03816 5.67150 -2.58680
H 1.42112 4.82217 0.22170
H 0.97937 6.26615 -0.66394
H -0.87991 5.11374 -1.81109
H -0.60416 3.67446 -0.81502
H -2.79007 3.11845 -1.73752
H -3.80309 0.83895 -0.73195
H -4.62825 3.83682 2.05799
C 2.35496 -4.06399 0.92374
C 1.63243 -3.88271 2.03736
C 1.17156 -5.03988 2.87311
O 0.53325 -4.81670 3.88543
C 1.50798 -6.38674 2.42811
C 2.22657 -6.56623 1.31407
C 2.71009 -5.40732 0.49269
O 3.37488 -5.63848 -0.50062
O 2.55648 -7.77973 0.86686
O 1.28218 -2.67100 2.46757
H 2.69336 -3.23643 0.31455
H 1.15601 -7.21369 3.02883
H 3.07330 -7.62640 0.05260
H 0.76995 -2.81686 3.28470
C -2.35793 -4.42355 0.45956
C -2.35410 -3.08650 0.36925
C -3.32593 -2.35572 -0.51157
O -3.28743 -1.14100 -0.53843
C -4.26808 -3.14168 -1.29672
C -4.26739 -4.47655 -1.20726
C -3.31454 -5.20598 -0.30728
O -3.37630 -6.42134 -0.25646
O -5.11018 -5.23758 -1.90876
O -1.49498 -2.33368 1.05174
H -1.66531 -4.96167 1.09151
H -4.95143 -2.60531 -1.93996
H -4.90232 -6.15817 -1.65983
H -1.69888 -1.40787 0.81468
```

The calculation puts the LUMO energy at -0.0075 Eh. As for the spin multiplicity: 1. Its charge is -1. The calculation puts the HOMO energy at -6.363 eV.

Mulliken atomic charge list, values in e, 4 entries:
1 O -0.63
2 S 1.11
3 O -0.69
4 F -0.31

Entry 5:
# C8H38O12

A cluster of 13 separate species, C8H38O12 in total at a distorted geometry (ωB97M-V/def2-TZVPD, the Open Molecules 2025 dataset).

```
58
Properties=species:S:1:pos:R:3
C -2.33299 -2.83805 -0.71745
C -1.20424 -2.05829 -1.43593
C -0.28662 -1.45851 -0.23861
C -0.51555 0.04117 -0.07258
C 4.06217 1.79944 0.57611
C 2.75747 1.68704 0.92143
C 1.79819 0.83857 0.17369
C 0.56792 0.80124 0.65290
H -2.78779 -2.12596 -0.02780
H -2.07133 -3.59782 0.02395
H -2.92718 -3.34967 -1.46865
H -1.67000 -1.26585 -2.02688
H -0.68782 -2.54361 -2.26459
H -0.70083 -2.01474 0.60341
H 0.76813 -1.63774 -0.47156
H -1.48829 0.18523 0.40494
H -0.61435 0.53897 -1.02403
H 4.52922 1.37658 -0.27776
H 4.75151 2.14754 1.32329
H 2.36493 2.21521 1.77077
H 2.06888 0.54052 -0.81183
H 0.18925 1.11825 1.63204
H -3.04704 4.16634 -0.97157
H -2.01805 4.03833 -1.99341
O -2.97698 3.88230 -1.89397
H -1.02671 1.83239 3.86561
H -2.18630 1.83954 2.78903
O -1.21879 1.79181 2.92376
H -0.22258 1.16653 -4.12983
H 0.03938 -0.26279 -4.08747
O -0.64394 0.36276 -3.77587
H -1.56966 2.76036 0.85800
H -1.47256 4.22831 1.21625
O -1.55698 3.63546 0.46163
H 2.47117 -1.58517 0.80748
H 3.88470 -1.53100 1.31765
O 3.38042 -1.85795 0.56824
H -4.26362 1.35272 0.48535
H -2.90674 1.67072 0.00255
O -3.38990 1.54842 0.86720
H 1.79655 0.75685 3.04133
H 3.13732 -0.01305 2.80049
O 2.22351 -0.10262 3.07869
H -2.94782 1.92357 -2.07866
H -1.77991 0.81724 -2.01573
O -2.44806 1.30843 -1.53452
H 0.14283 -2.22664 2.51768
H 1.50150 -2.59443 3.05892
O 0.89127 -2.81907 2.34828
H 3.80774 -2.24550 -2.63073
H 3.27040 -2.49036 -1.09913
O 3.34152 -2.80802 -2.01051
H 1.69807 -1.82507 -2.67670
H 1.62956 -2.41039 -3.97356
O 1.34620 -1.58129 -3.56411
H -1.97097 -1.75490 2.44242
H -1.79401 -0.26535 2.62765
O -1.69221 -1.10800 3.11271
```

The calculation puts the LUMO energy at 0.0053 Eh. As for the spin multiplicity: 1. For the energy above the lowest of the compared OMol25 structures with the same formula, charge and spin, the calculation gives 18.6 kcal/mol. The calculation puts the HOMO energy at -8.664 eV.

Mulliken atomic charge list, values in e, 4 entries:
1 C -1.40
2 C -0.24
3 C 0.89
4 C 0.81

Entry 6:
# C7H14N2

A cluster of 2 separate species, C7H14N2 in total at a distorted geometry (ωB97M-V/def2-TZVPD, the Open Molecules 2025 dataset).

```
23
Properties=species:S:1:pos:R:3
C 0.98033 0.76702 2.64220
C 0.41607 0.33931 1.35538
C 1.29824 -0.50961 0.58303
C 2.04355 -0.34008 -0.61806
N 2.67272 -1.61390 -0.94623
C 2.32327 -2.49651 0.16894
N 1.47367 -1.86764 1.01107
H 2.08177 1.13888 2.71784
H 0.99515 -0.04059 3.26611
H 0.25711 1.44879 3.18369
H -0.56223 -0.00900 1.42941
H 0.14399 1.32275 0.87840
H 1.99869 0.44786 -1.27264
H 3.13024 -1.79799 -1.86304
H 2.89271 -3.37965 0.27786
C -2.06064 0.49093 -1.67859
C -3.43448 1.17321 -1.45510
H -1.21791 0.96778 -1.22663
H -2.13509 -0.55112 -1.27293
H -1.79026 0.39804 -2.73706
H -3.88596 1.42422 -0.47101
H -3.40924 2.10260 -1.99337
H -4.21170 0.58472 -1.97925
```

The calculation puts the LUMO energy at 0.0336 Eh. The SMILES is CCc1c[nH]cn1.CC. As for the spin multiplicity: 1. For the energy above the lowest of the compared OMol25 structures with the same formula, charge and spin, the calculation gives 41.5 kcal/mol. The calculation puts the HOMO energy at -8.516 eV.

Mulliken atomic charge list, values in e, 4 entries:
1 C -1.39
2 C -0.10
3 C 0.35
4 C -0.65

The following total energy values (in a.u.) correspond, in order, to the records above: -3302.02232 -3145.69202 -620.55320 -3494.16768 -1230.39498 -384.56578.